Entry 1:
The following is a DFT calculation (the ωB97M-V functional and the def2-TZVPD basis) of 3 unconnected molecules or ions with the total composition C18H36BrN3O10 at a distorted geometry.

Total energy in eV: -114226.7641
Structure (SMILES): O=NO[C@@H]1OC(=O)O[C@]1(Br)C[C@@H]1CO1.COCCNCCOC.COCCNCCOC
Highest occupied orbital energy in eV: -8.7203

```
68
Properties=species:S:1:pos:R:3:forces:R:3
O -9.209 -0.250 -2.113 0.2 0.0 0.2
N -8.285 0.181 -2.625 -0.4 0.5 -0.4
O -7.180 -0.834 -2.684 0.0 -0.8 0.5
C -7.128 -1.426 -3.924 0.3 0.0 -1.1
O -8.214 -2.300 -4.215 -0.2 0.2 0.9
C -7.781 -3.565 -3.954 0.4 0.5 -0.3
O -8.401 -4.434 -3.474 -0.5 -0.7 -0.2
O -6.461 -3.622 -4.337 0.0 -0.3 1.2
C -5.896 -2.378 -4.018 0.3 0.7 -1.6
Br -4.897 -1.830 -5.660 0.0 0.0 0.3
C -4.918 -2.399 -2.875 -0.8 -0.2 1.0
C -5.529 -3.014 -1.620 1.6 -0.2 -1.9
C -4.492 -3.796 -0.733 -1.3 0.8 1.6
O -5.696 -4.329 -1.606 -1.5 0.0 0.9
H -7.124 -0.704 -4.734 0.0 0.3 0.1
H -4.644 -1.391 -2.575 0.3 0.1 -0.4
H -4.060 -3.015 -3.107 0.2 0.1 -0.3
H -6.270 -2.429 -1.078 0.1 0.1 0.1
H -4.893 -3.230 0.166 -0.6 -0.7 0.1
H -4.526 -4.730 -0.168 1.8 -0.4 -0.6
C 0.671 2.595 -0.019 -0.1 0.0 -0.2
O 0.745 1.996 -1.303 -0.1 0.0 0.2
C 1.696 0.948 -1.420 0.1 0.0 -0.3
C 1.024 -0.401 -1.542 -0.2 0.0 0.2
N 0.389 -0.788 -0.289 0.0 0.0 -0.1
C -0.476 -1.962 -0.380 0.1 0.1 0.2
C -1.703 -1.892 -1.280 -0.1 -0.2 0.0
O -2.708 -0.995 -0.823 0.1 0.0 -0.2
C -2.520 0.360 -1.195 -0.2 0.0 0.1
H 0.064 3.493 -0.121 0.0 0.0 0.0
H 0.188 1.935 0.711 0.1 0.0 0.1
H 1.655 2.879 0.354 0.0 0.0 0.1
H 2.397 0.959 -0.582 0.0 0.0 0.1
H 2.265 1.136 -2.335 0.0 0.0 0.0
H 1.776 -1.152 -1.804 0.0 0.0 0.0
H 0.308 -0.338 -2.373 0.1 0.0 -0.1
H -0.159 -0.010 0.054 0.0 0.0 0.0
H -0.826 -2.178 0.632 0.0 -0.1 0.0
H 0.134 -2.816 -0.694 0.0 0.0 -0.1
H -2.170 -2.879 -1.268 0.0 0.0 0.0
H -1.448 -1.683 -2.326 0.0 0.2 0.0
H -2.025 0.452 -2.165 0.1 0.0 0.0
H -1.953 0.913 -0.442 0.1 0.0 -0.1
H -3.506 0.823 -1.263 0.0 0.0 0.0
C 7.355 3.517 4.775 0.0 0.0 -0.1
O 7.484 2.927 3.497 -0.1 0.0 0.2
C 7.617 1.511 3.510 0.2 -0.1 -0.2
C 6.381 0.834 2.959 -0.2 0.1 0.1
N 5.246 0.978 3.861 0.0 0.0 -0.1
C 3.966 0.555 3.300 0.1 0.1 0.2
C 3.425 1.300 2.086 -0.2 -0.2 0.0
O 3.043 2.641 2.341 0.2 0.0 0.0
C 4.092 3.591 2.284 -0.2 0.1 0.1
H 7.447 4.594 4.646 0.0 0.0 0.0
H 6.381 3.306 5.231 0.0 0.0 0.1
H 8.145 3.177 5.451 0.0 0.0 0.0
H 7.849 1.146 4.515 -0.1 0.0 0.0
H 8.462 1.265 2.861 0.0 0.0 0.0
H 6.592 -0.231 2.822 0.0 0.0 0.0
H 6.185 1.269 1.969 0.1 -0.1 -0.1
H 5.171 1.946 4.142 0.0 0.0 0.0
H 3.223 0.647 4.096 0.0 0.0 0.0
H 4.032 -0.509 3.052 0.0 0.0 -0.1
H 2.510 0.785 1.780 0.0 0.0 0.0
H 4.108 1.254 1.227 0.1 0.1 0.1
H 4.854 3.314 1.551 0.0 0.0 0.0
H 4.560 3.736 3.261 0.1 0.0 0.0
H 3.655 4.545 1.987 0.0 0.0 0.0
```
Positions in Å, forces in eV/Å.

Mulliken population analysis, charges in e, atoms 1 to 6: number 1, O, carries -0.183; number 2, N, carries 0.233; number 3, O, carries -0.326; number 4, C, carries 0.050; number 5, O, carries -0.351; number 6, C, carries 0.606

=====

Entry 2:
The following is a DFT calculation (the ωB97M-V functional and the def2-TZVPD basis) of a molecular structure, C47H45AsCl2CrN2O9P at a distorted geometry.

Energy relative to the best compared isomer or geometry (same formula, charge and spin) in kcal/mol: 21.3
Total charge: -1
Spin multiplicity: 5
Total energy in eV: -194474.1948
Highest occupied orbital energy (spin up / spin down) in eV: -5.1679 / -6.0747

```
108
Properties=species:S:1:pos:R:3:forces:R:3
Cr -0.588 -0.695 0.363 -0.4 0.5 0.3
O -1.716 2.280 5.578 -0.1 0.9 0.9
C -1.412 1.669 4.443 0.3 -1.7 -1.5
C -0.980 0.315 4.460 0.4 0.7 0.2
C -0.791 -0.339 3.258 -0.1 1.0 0.0
N -0.976 0.319 2.101 0.1 -0.7 -0.1
C -1.307 1.595 2.024 -0.2 -0.2 2.2
C -1.563 2.304 3.219 0.2 -0.9 -1.0
C -1.449 2.124 0.609 0.4 -1.0 1.0
O -1.830 3.271 0.518 -0.3 0.5 -1.0
O -1.138 1.214 -0.244 -0.3 0.6 -0.7
C -0.346 -1.757 3.050 0.4 -2.3 0.6
O -0.092 -2.476 4.040 -0.5 1.3 -1.6
O -0.281 -2.151 1.797 0.0 0.8 1.2
H -1.511 1.704 6.325 0.0 0.0 -0.1
H -0.681 -0.075 5.437 -0.3 -0.5 -0.5
H -1.921 3.287 3.104 -0.3 1.2 0.2
Cl 3.857 -2.890 1.122 -0.3 0.1 0.3
C 2.634 -2.456 2.354 0.1 -0.9 -0.1
Cl 3.162 -2.780 3.991 0.4 -0.3 0.4
H 1.696 -2.958 2.171 0.1 -0.5 -0.1
H 2.442 -1.425 2.322 0.0 1.4 -0.4
C -1.801 -3.308 -2.696 -1.5 0.2 -1.8
C -2.432 -3.691 -1.375 -0.7 1.0 -0.1
C -3.469 -4.794 -1.691 0.3 0.0 -0.2
C -1.368 -4.220 -0.428 0.8 -0.7 -0.2
P -3.106 -2.100 -0.546 0.8 -0.6 -0.6
C -4.100 -1.201 -1.823 1.3 1.3 2.2
C -4.870 -1.811 -2.736 -1.2 -1.4 -2.0
C -5.544 -1.119 -3.722 -0.4 1.9 0.0
C -5.493 0.291 -3.676 -0.7 -1.1 -1.2
C -4.743 0.920 -2.725 0.0 -0.4 0.7
C -4.053 0.220 -1.774 0.3 -2.0 0.1
C -4.341 -2.663 0.711 -0.4 0.6 0.7
C -3.622 -3.353 1.875 0.7 -0.8 -0.6
C -4.843 -1.297 1.229 0.5 0.2 0.3
C -5.561 -3.506 0.300 0.8 0.8 0.5
H -1.402 -4.202 -3.195 0.5 0.1 0.4
H -1.069 -2.516 -2.603 0.1 -0.1 0.0
H -2.615 -3.010 -3.448 1.0 0.0 1.1
H -2.978 -5.500 -2.404 -0.5 0.3 0.5
H -4.415 -4.424 -2.118 0.6 -0.2 0.0
H -3.760 -5.313 -0.789 0.2 -0.5 0.2
H -1.062 -5.164 -0.873 0.4 -0.3 -0.1
H -1.771 -4.507 0.521 -0.2 0.1 0.6
H -0.436 -3.638 -0.248 -1.0 0.0 -0.4
H -4.993 -2.880 -2.788 0.2 -0.1 0.2
H -6.142 -1.627 -4.467 0.0 0.0 0.0
H -6.040 0.941 -4.363 0.1 -0.5 0.0
H -4.782 1.959 -2.681 0.2 1.8 0.1
H -3.484 0.664 -0.977 0.2 0.4 0.0
H -2.677 -2.854 2.124 -0.1 -0.3 -0.2
H -3.436 -4.437 1.661 0.0 0.9 0.2
H -4.225 -3.325 2.763 -0.6 0.1 0.5
H -4.001 -0.736 1.677 -0.3 -0.2 -0.2
H -5.566 -1.452 2.038 -0.2 0.1 -0.3
H -5.224 -0.685 0.401 -0.3 -0.1 0.5
H -5.202 -4.477 -0.008 -0.6 -0.2 -0.1
H -6.098 -2.957 -0.463 -0.3 -0.3 -0.4
H -6.188 -3.582 1.197 -0.1 -0.2 -0.2
C 6.699 2.592 -0.647 0.7 0.1 1.1
C 5.554 2.231 -1.299 0.1 0.0 -0.1
C 4.440 1.978 -0.528 -1.1 -0.8 -1.5
C 4.462 2.007 0.834 -0.8 -0.2 1.4
C 5.612 2.352 1.515 0.7 -0.1 0.4
C 6.724 2.659 0.758 1.4 0.8 -0.5
As 2.732 1.671 1.780 0.7 1.1 0.3
C 3.038 3.156 3.118 -0.4 -0.4 1.0
C 3.543 3.079 4.446 0.3 -1.1 -0.8
C 3.538 4.188 5.272 0.4 0.0 0.1
C 3.102 5.422 4.810 -0.3 -0.4 -1.1
C 2.607 5.513 3.501 0.4 -0.8 0.5
C 2.490 4.373 2.672 0.9 0.1 1.0
C 1.929 4.331 1.324 -0.6 0.6 0.2
C 1.341 5.437 0.693 0.6 -0.6 0.2
C 0.838 5.308 -0.579 -0.9 -1.0 0.1
C 0.735 4.068 -1.210 1.9 -0.4 1.5
C 1.337 2.971 -0.561 -0.6 -0.2 -0.3
C 1.908 3.079 0.726 -0.8 0.2 -1.5
H 7.615 2.789 -1.175 0.2 0.2 -0.2
H 5.553 2.143 -2.376 -0.2 0.0 -0.1
H 3.521 1.660 -1.028 0.3 0.2 0.2
H 5.706 2.354 2.608 -0.3 0.1 -0.5
H 7.675 3.044 1.204 -1.0 -0.6 -0.1
H 4.029 2.147 4.847 -0.8 0.9 -0.6
H 3.977 4.090 6.256 -0.1 0.1 0.1
H 3.185 6.301 5.429 -0.1 0.1 0.0
H 2.377 6.484 3.134 -0.5 0.6 -0.3
H 1.260 6.373 1.219 0.1 0.2 0.0
H 0.299 6.106 -0.998 -0.4 1.2 -0.6
H 0.307 3.951 -2.185 -0.3 0.0 -0.2
H 1.267 1.997 -1.055 0.1 0.4 0.4
O 1.901 0.027 -0.948 0.0 0.0 0.6
C 1.323 -0.803 -1.642 -0.7 -0.6 -0.3
O 0.222 -1.397 -1.354 0.4 0.2 -0.1
C 1.955 -1.160 -2.961 0.0 0.2 -0.2
C 3.301 -0.816 -3.040 -0.2 -0.7 -2.5
C 3.981 -1.031 -4.247 -1.3 -1.0 0.9
C 3.283 -1.580 -5.320 1.0 1.0 0.1
C 1.930 -1.857 -5.283 -0.7 0.1 -0.7
C 1.259 -1.681 -4.076 1.3 0.2 0.3
N 4.043 -1.638 -6.601 0.0 -0.4 0.8
O 5.257 -1.666 -6.577 0.1 0.1 0.3
O 3.394 -1.664 -7.608 -0.8 0.0 -1.1
H 3.825 -0.340 -2.261 0.2 0.3 1.1
H 5.031 -0.916 -4.266 0.9 0.4 -0.4
H 1.367 -2.107 -6.213 0.7 0.0 0.9
H 0.228 -1.947 -4.030 -0.5 0.1 0.2
```
Positions in Å, forces in eV/Å.

Mulliken population analysis, charges in e, atoms 1 to 6: number 1, Cr, carries 0.495; number 2, O, carries -0.551; number 3, C, carries 0.936; number 4, C, carries -0.253; number 5, C, carries -0.763; number 6, N, carries 1.588

=====

Entry 3:
The following is a DFT calculation (the ωB97M-V functional and the def2-TZVPD basis) of a gas-phase ion, C4H7N2O3 (charge -1) at a distorted geometry.

Energy relative to the best compared isomer or geometry (same formula, charge and spin) in kcal/mol: 90.5
Total charge: -1
Total energy in eV: -13379.0687
Structure (SMILES): CC(=O)OC(=O)C[N-]N
Highest occupied orbital energy in eV: -1.3128

```
16
Properties=species:S:1:pos:R:3:forces:R:3
C -1.627 1.920 -0.916 0.4 -1.8 0.0
C -1.938 0.544 -0.017 -4.1 1.5 4.7
O -2.757 0.716 1.052 5.3 -1.7 -6.9
O -1.372 -0.749 -0.437 0.6 3.0 2.0
C -0.302 -1.210 0.462 0.3 -1.5 6.7
O -0.433 -1.094 1.800 0.5 0.3 -7.5
C 1.154 -1.844 -0.049 1.3 1.0 -1.5
N 2.060 -0.740 -0.548 -2.8 -3.2 -1.0
N 2.572 0.030 0.484 0.4 1.3 1.4
H -1.377 1.542 -2.005 -0.5 1.0 2.2
H -2.554 2.638 -0.879 1.9 -1.6 0.1
H -0.672 2.406 -0.446 -1.8 -0.9 -0.9
H 1.678 -2.403 0.852 -1.7 1.0 -1.1
H 1.015 -2.634 -0.922 0.0 1.8 1.7
H 2.099 -0.145 1.399 0.2 0.6 -0.8
H 2.453 1.022 0.169 -0.1 -0.9 1.1
```
Positions in Å, forces in eV/Å.

Mulliken population analysis, charges in e, atoms 1 to 6: number 1, C, carries -0.710; number 2, C, carries 0.570; number 3, O, carries -0.527; number 4, O, carries -0.283; number 5, C, carries 0.358; number 6, O, carries -0.574

=====

Entry 4:
The following is a DFT calculation (the ωB97M-V functional and the def2-TZVPD basis) of 3 unconnected molecules or ions with the total composition CH6N2OS at a distorted geometry.

Energy relative to the best compared isomer or geometry (same formula, charge and spin) in kcal/mol: 159.6
Total energy in eV: -16990.5900
Highest occupied orbital energy (spin up / spin down) in eV: -7.8948 / -7.8985

```
11
Properties=species:S:1:pos:R:3:forces:R:3
C -1.196 0.921 2.644 0.0 0.0 -1.8
N -0.099 0.033 0.989 0.3 2.4 1.8
N 0.746 -0.341 -2.220 0.2 0.1 -0.3
O 0.784 0.699 0.476 -0.8 -0.9 0.3
S -0.932 -1.119 0.145 -0.5 -0.8 -0.4
H -0.365 1.222 3.278 0.5 -0.3 0.2
H -1.665 0.007 3.016 0.3 -0.4 0.2
H 1.690 -0.639 -1.998 0.0 0.0 0.0
H 0.569 -0.515 -3.200 0.0 0.0 -0.1
H 0.695 0.658 -2.043 0.0 -0.1 0.0
H -0.228 -0.924 -1.088 -0.1 0.0 0.2
```
Positions in Å, forces in eV/Å.

Mulliken population analysis, charges in e, atoms 1 to 6: number 1, C, carries -0.332; number 2, N, carries 0.210; number 3, N, carries -0.792; number 4, O, carries -0.415; number 5, S, carries -0.149; number 6, H, carries 0.147

=====

Entry 5:
The following is a DFT calculation (the ωB97M-V functional and the def2-TZVPD basis) of a molecular structure, CH2NO2P at a distorted geometry.

Energy relative to the best compared isomer or geometry (same formula, charge and spin) in kcal/mol: 59.2
Spin multiplicity: 3
Total energy in eV: -15937.4333
Highest occupied orbital energy (spin up / spin down) in eV: -7.1594 / -11.0202

```
7
Properties=species:S:1:pos:R:3:forces:R:3
C 0.678 0.212 -0.743 -2.3 1.8 1.6
N 0.465 0.943 0.393 1.1 -1.9 -2.2
O -0.192 -0.611 -1.234 6.3 1.3 -5.5
O -1.223 -0.760 -0.113 -6.4 -0.6 8.2
P -0.906 0.305 1.094 -1.0 0.1 -3.1
H 1.468 0.376 -1.406 1.7 0.5 -0.6
H -0.290 -0.464 2.009 0.5 -1.1 1.6
```
Positions in Å, forces in eV/Å.

Mulliken population analysis, charges in e, atoms 1 to 6: number 1, C, carries 0.121; number 2, N, carries -0.441; number 3, O, carries -0.247; number 4, O, carries -0.281; number 5, P, carries 0.328; number 6, H, carries 0.416

=====

> Among the records above, which one has the lowest total energy?

C47H45AsCl2CrN2O9P